Arrangement A

The molecule CHN3O2. Source: the OMol25 dataset; level of theory: wB97M-V/def2-TZVPD.

Output
SMILES: O=c1nn[nH]o1

The geometry in ORCA input format:
```
! RIJCOSX wB97M-V def2-TZVPD def2/J DEFGRID3
* xyz 0 1
O 2.2322 0.0209 -0.0115
C 1.0312 0.2538 -0.0682
N 0.1544 1.2878 -0.0779
N -0.9758 0.8721 -0.0459
N -0.9668 -0.5453 -0.0923
O 0.2039 -0.9060 -0.1198
H -1.6792 -0.9834 0.4157
*
```

---

Arrangement B

A structure of composition CHN3O2. Source: the OMol25 dataset; level of theory: wB97M-V/def2-TZVPD.

The geometry in ORCA input format:
```
! RIJCOSX wB97M-V def2-TZVPD def2/J DEFGRID3
* xyz 0 1
O -0.8546 -1.4276 0.5177
C -0.3800 -0.2483 0.2363
N -0.6936 0.9368 0.2654
O -0.2001 1.9405 -0.2453
N 1.3924 0.8293 -1.1881
N 1.1211 -0.2082 -0.8512
H -0.3852 -1.8223 1.2656
*
```

---

Tell me which of them is the most stable. Sure, it is arrangement A.

---

Arrangement A

The molecule C7H14SSe. Source: the OMol25 dataset; level of theory: wB97M-V/def2-TZVPD.

Output
SMILES: C[Se][C@@H]1CCC[C@]1(C)S

The geometry in ORCA input format:
```
! RIJCOSX wB97M-V def2-TZVPD def2/J DEFGRID3
* xyz 0 1
C -3.2550 1.2791 0.2673
Se -2.4012 -0.4615 -0.4526
C -0.4790 0.0068 0.0010
C 0.3370 0.8829 -1.0234
C 1.7304 0.2165 -1.1137
C 1.8835 -0.6826 0.0685
C 0.4949 -1.1808 0.4182
C 0.4057 -1.7348 1.7904
S 0.1370 -2.6224 -0.6814
H -3.0423 1.2132 1.3835
H -2.8380 2.1067 -0.3524
H -4.2985 1.1232 0.0371
H -0.6967 0.4786 1.1769
H 0.5556 1.9381 -0.5539
H -0.3662 1.1223 -1.8203
H 1.9392 -0.2773 -1.9515
H 2.3887 1.0752 -1.2020
H 2.5757 -1.4977 -0.0221
H 2.2558 -0.1036 0.8359
H 0.6300 -1.1108 2.6582
H 1.2758 -2.3967 1.7453
H -0.6058 -2.0973 2.1466
H 0.7200 -1.9888 -1.6987
*
```

---

Arrangement B

A cluster of 2 separate species, C7H14SSe in total. Source: the OMol25 dataset; level of theory: wB97M-V/def2-TZVPD.

The geometry in ORCA input format:
```
! RIJCOSX wB97M-V def2-TZVPD def2/J DEFGRID3
* xyz 0 1
C -1.5172 -0.7486 -0.9665
C -0.0533 -0.6438 -1.4020
C -1.8097 0.3555 0.0870
C 0.5669 0.1451 -0.3214
C -0.4278 1.1190 0.2368
C -0.3167 1.7655 1.6828
C 3.0086 -1.2394 -0.4011
S -0.5848 2.5786 -0.8430
Se 2.3071 0.5605 -0.0730
H -2.0842 -0.6314 -1.8780
H -1.7184 -1.6697 -0.6043
H 0.4470 -1.4764 -1.7512
H 0.0207 -0.0967 -2.4374
H -2.6169 0.9596 -0.3103
H -2.1349 -0.0372 1.0756
H 0.3322 -1.5379 1.0564
H -1.3741 2.0414 1.9639
H 0.2223 2.6895 1.6873
H -0.0122 0.9907 2.3527
H 2.2985 -1.8389 0.4086
H 2.9771 -1.6084 -1.4378
H 4.0288 -1.4215 -0.1877
H 0.3135 2.2424 -1.6859
*
```

---

Tell me which of them is the most stable. Sure, it is arrangement A.

---

Arrangement A

The molecule C6H11FO. Source: the OMol25 dataset; level of theory: wB97M-V/def2-TZVPD.

Output
SMILES: C[C@@](O)(CF)C1CC1

The geometry in ORCA input format:
```
! RIJCOSX wB97M-V def2-TZVPD def2/J DEFGRID3
* xyz 0 1
C -0.6694 1.6681 -0.6157
C 0.0360 0.5061 0.2854
O 1.4055 0.7587 0.2114
C -0.5453 0.6389 1.5496
F -0.1051 -0.4000 2.3987
C -0.2921 -0.7328 -0.4212
C 0.3159 -1.8866 0.1733
C 0.7606 -1.3687 -1.1717
H -1.8062 1.5026 -0.5056
H -0.2788 2.6830 -0.3594
H -0.1785 1.5486 -1.6585
H 1.7333 1.0732 -0.5794
H -0.3531 1.5478 2.1486
H -1.6552 0.4576 1.3509
H -1.3452 -0.6324 -0.6310
H -0.3427 -2.8521 -0.0220
H 0.8599 -1.6980 1.1084
H 0.7043 -2.0445 -2.1077
H 1.7561 -0.7697 -1.1542
*
```

---

Arrangement B

A cluster of 2 separate species, C6H11FO in total. Source: the OMol25 dataset; level of theory: wB97M-V/def2-TZVPD.

The geometry in ORCA input format:
```
! RIJCOSX wB97M-V def2-TZVPD def2/J DEFGRID3
* xyz 0 1
C 0.8758 1.2848 -1.6565
C 0.6022 0.5131 -0.6654
C -1.5707 -0.9273 0.9160
C -2.1217 -0.3596 -1.5858
C 2.6490 0.1943 0.5926
C -1.5624 0.0519 -0.2410
O 1.2665 -0.0335 0.3984
F -2.0586 1.2316 0.1263
H 1.8334 1.4010 -2.1292
H 0.2023 1.8047 -2.2447
H -2.6995 -0.9824 1.0820
H -1.2168 -0.5389 1.7975
H -1.1413 -1.8699 0.4954
H -3.2085 -0.0329 -1.5068
H -2.1649 -1.4438 -1.8373
H -1.6951 0.3091 -2.4263
H 3.2544 0.1458 -0.3123
H 2.9741 -0.6511 1.3474
H 2.7369 1.2171 0.9188
*
```

---

Tell me which of them is the most stable. Sure, it is arrangement A.

---

Arrangement A

A cluster of 2 separate species, C7H7BrN3OS in total. Source: the OMol25 dataset; level of theory: wB97M-V/def2-TZVPD.

The geometry in ORCA input format:
```
! RIJCOSX wB97M-V def2-TZVPD def2/J DEFGRID3
* xyz 1 1
C -1.3668 1.8294 -1.0155
C 2.3651 -0.8513 -1.1598
C 0.9797 -0.8533 -1.2115
C 2.0662 0.2742 0.9921
C 2.9049 -0.1896 -0.0703
C 0.2812 -0.4332 -0.1441
C -2.0646 -0.1683 1.6316
N -0.7176 2.7732 -0.8419
N 0.7346 0.1098 0.9602
N -2.0024 0.7287 -1.0692
O -2.1431 -1.7414 -0.4930
S -1.5375 -0.5340 -0.0396
Br 4.7454 0.1127 0.2330
H 2.9090 -1.1255 -2.1219
H 0.6390 -1.1228 -2.2043
H 2.3983 0.7971 1.8880
H -2.3825 0.8959 1.7522
H -1.2213 -0.4860 2.2817
H -2.8806 -0.8185 1.8446
H -3.7069 0.8027 -1.2122
*
```

---

Arrangement B

A cluster of 2 separate species, C7H7BrN3OS in total. Source: the OMol25 dataset; level of theory: wB97M-V/def2-TZVPD.

The geometry in ORCA input format:
```
! RIJCOSX wB97M-V def2-TZVPD def2/J DEFGRID3
* xyz 1 1
C -1.1182 -1.2508 1.8740
C 2.1080 -2.1530 -1.6126
C 1.9957 -1.1043 -0.7240
C -0.2093 -1.9166 -2.2931
C 1.0578 -2.4704 -2.5287
C 0.6661 -0.7051 -0.5034
C -1.4610 2.7033 1.0913
N -1.9284 -2.0606 1.7281
N -0.3647 -1.1634 -1.2058
N -0.2534 -0.2122 2.0481
O 1.7593 1.0874 1.0823
S 0.4336 0.6386 0.7619
Br 1.2714 -4.0158 -3.6429
H 3.1074 -2.5699 -1.8104
H 2.7890 -0.6905 -0.0894
H -0.9584 -2.3302 -2.9516
H -2.2263 1.9666 0.7781
H -0.8687 3.3953 0.4875
H -1.1891 2.8963 2.1711
H -0.4504 0.2606 2.9307
*
```

---

Tell me which of them is the most stable. Sure, it is arrangement B.

---

Arrangement A

A cluster of 6 separate species, C2H14O5 in total. Source: the OMol25 dataset; level of theory: wB97M-V/def2-TZVPD.

Output
SMILES: C=C.O.O.O.O.O

The geometry in ORCA input format:
```
! RIJCOSX wB97M-V def2-TZVPD def2/J DEFGRID3
* xyz 0 1
C -0.6190 2.9842 1.5830
C -1.3131 2.0467 2.1974
H 0.4572 3.0276 1.5014
H -1.1435 3.7848 1.0841
H -0.8917 1.1107 2.5293
H -2.3492 2.2347 2.4563
O 1.3694 -0.0819 -3.2848
H 1.1825 0.2265 -2.3918
H 0.6671 0.3778 -3.7586
O -0.3771 0.8120 -0.8366
H -0.2830 -0.0265 -0.3509
H -0.1664 1.4643 -0.1551
O 1.3576 -0.3512 3.0860
H 0.7689 -1.0064 2.6954
H 2.0299 -0.1660 2.4281
O -0.6623 -1.7286 0.4021
H -1.4636 -2.1226 0.7602
H -0.4164 -2.2930 -0.3433
O -0.1003 -2.7011 -2.2952
H 0.8104 -2.3856 -2.1851
H -0.1456 -2.6157 -3.2480
*
```

---

Arrangement B

A structure of composition C2H14O5. Source: the OMol25 dataset; level of theory: wB97M-V/def2-TZVPD.

The geometry in ORCA input format:
```
! RIJCOSX wB97M-V def2-TZVPD def2/J DEFGRID3
* xyz 0 1
O 20.7354 -20.9201 8.1655
H 20.7695 -21.5094 8.9190
H 19.8453 -20.5682 8.1760
O 22.2895 -19.9352 7.4367
H 21.7015 -20.6696 7.6129
H 22.5939 -19.6587 8.3011
O 23.4678 -19.2062 9.1131
H 24.0857 -18.9491 9.7974
H 23.3904 -18.4315 8.5562
O 21.8478 -19.7843 5.5797
H 22.7150 -20.0971 5.3221
H 21.8842 -19.7358 6.5350
C 22.3223 -23.9299 7.5385
C 23.2447 -22.7895 7.7132
O 23.8372 -22.9012 9.0095
H 22.9357 -24.7892 7.2675
H 21.4678 -23.6435 6.9253
H 21.8875 -24.1908 8.5034
H 22.5616 -21.9401 7.7180
H 24.0047 -22.7627 6.9323
H 23.0834 -23.1260 9.5598
*
```

---

Tell me which of them is the most stable. Sure, it is arrangement A.

---

Arrangement A

A cluster of 2 separate species, C7H16N2O in total. Source: the OMol25 dataset; level of theory: wB97M-V/def2-TZVPD.

The geometry in ORCA input format:
```
! RIJCOSX wB97M-V def2-TZVPD def2/J DEFGRID3
* xyz 0 1
C -1.4498 -0.9634 -0.9526
C 0.6913 -1.0221 2.1533
C 1.2010 -1.9399 -0.1791
C -0.6893 -0.3242 0.1680
C 0.5680 -0.8219 0.6407
O -1.5457 0.3040 1.0275
H -1.0444 0.8279 1.6653
H -1.8272 -1.9363 -0.6162
H -2.3036 -0.3501 -1.2316
H -0.8268 -1.1342 -1.8272
H 0.4704 -0.1146 2.7202
H 0.0170 -1.8066 2.5101
H 2.2086 -2.1446 0.1865
H 0.6260 -2.8698 -0.1172
H 1.2927 -1.6689 -1.2319
H 1.7131 -1.3085 2.4070
C -1.2122 2.2167 -1.4987
N 1.8470 1.4366 0.2380
C 0.0416 1.5358 -1.0397
N 0.6968 2.0426 -0.0124
H 2.1741 1.7924 1.1391
H 1.3766 0.1542 0.4573
H 0.5777 0.8985 -1.7464
H -0.9843 3.1978 -1.9263
H -1.9007 2.3646 -0.6645
H -1.7180 1.6339 -2.2691
*
```

---

Arrangement B

A cluster of 2 separate species, C7H16N2O in total. Source: the OMol25 dataset; level of theory: wB97M-V/def2-TZVPD.

Output
SMILES: CC1(C)N[C@]1(N)O.C=CC

The geometry in ORCA input format:
```
! RIJCOSX wB97M-V def2-TZVPD def2/J DEFGRID3
* xyz 0 1
C 2.0788 -0.0409 -1.1346
C 0.6491 0.3541 -1.4303
C 0.2671 1.7831 -1.1751
N -0.0694 -0.1325 -2.6780
C -0.4242 -0.6794 -1.3978
N -0.0734 -2.0317 -1.0407
O -1.6968 -0.3630 -0.9506
H 2.6093 -0.2981 -2.0520
H 2.6007 0.7838 -0.6570
H 2.1086 -0.9012 -0.4671
H -0.7154 1.8970 -1.6682
H 0.9810 2.4669 -1.6202
H 0.1737 1.9805 -0.0991
H 0.4243 -0.7804 -3.2837
H 0.6211 -2.4161 -1.6710
H -0.9070 -2.6073 -1.1000
H -1.6534 -0.2258 0.0056
C -0.6263 -1.1698 2.0645
C -0.2844 0.0934 2.2489
C -1.1301 1.1098 2.9428
H -1.5639 -1.5582 2.4328
H -0.0023 -1.8580 1.5205
H 0.6537 0.4600 1.8506
H -0.5894 1.5376 3.7873
H -1.3766 1.9284 2.2650
H -2.0548 0.6678 3.3073
*
```

---

Tell me which of them is the most stable. Sure, it is arrangement B.

---

Arrangement A

A structure of composition C6H8BrN2O2. Source: the OMol25 dataset; level of theory: wB97M-V/def2-TZVPD.

The geometry in ORCA input format:
```
! RIJCOSX wB97M-V def2-TZVPD def2/J DEFGRID3
* xyz 1 1
C 0.0976 0.6774 1.6871
C -0.1257 -0.5805 1.4900
C 0.3993 1.0691 -0.7373
C 0.3101 1.4945 0.5072
C -0.4810 -1.1457 -0.3720
C -0.0404 -2.6564 -0.7158
N 0.2535 2.9056 0.7985
N 0.2936 -0.2344 -1.2886
O 0.0363 3.3723 1.9008
O 0.3792 3.5887 -0.1974
Br -2.5312 -0.6716 -0.5799
H 0.0307 1.1705 2.6373
H -0.3162 -1.4906 2.0091
H 0.6142 2.0449 -1.3282
H 1.0396 -2.5704 -0.4932
H -0.2725 -3.0399 -1.7352
H -0.5502 -3.1455 0.1438
H -0.3101 -0.1850 -2.1137
H 1.1733 -0.6028 -1.6124
*
```

---

Arrangement B

The ion C6H8BrN2O2 with charge +1. Source: the OMol25 dataset; level of theory: wB97M-V/def2-TZVPD.

Output
SMILES: C=C/C(=C\[NH+]=C(\C)Br)[N+](=O)[O-]

The geometry in ORCA input format:
```
! RIJCOSX wB97M-V def2-TZVPD def2/J DEFGRID3
* xyz 1 1
C 1.7898 0.5578 -1.8882
C 1.6725 -0.5838 -1.2127
C 1.2684 -0.7697 0.1631
C 0.3291 -0.3140 1.0061
N -0.8081 0.4956 0.8838
C -1.8595 0.4225 0.1114
C -3.0186 1.2940 0.3297
Br -1.8755 -0.7859 -1.3144
N 2.1812 -1.7615 0.8670
O 2.6817 -2.5975 0.1770
O 2.2996 -1.6274 2.0531
H 2.2049 0.5660 -2.8801
H 1.4918 1.5124 -1.4809
H 2.0700 -1.4954 -1.6482
H 0.4800 -0.6069 2.0476
H -0.8820 1.1535 1.6634
H -2.8578 1.9883 1.1508
H -3.9096 0.6979 0.5488
H -3.2577 1.8542 -0.5773
*
```

---

Tell me which of them is the most stable. Sure, it is arrangement B.

---

Arrangement A

The ion C6H12N4S with charge +2. Source: the OMol25 dataset; level of theory: wB97M-V/def2-TZVPD.

Output
SMILES: C/[N+](=C\[NH3+])C1=[NH+]CN=C[C@@H]1[S-]

The geometry in ORCA input format:
```
! RIJCOSX wB97M-V def2-TZVPD def2/J DEFGRID3
* xyz 2 1
C 1.2225 -0.7644 -0.8947
N 0.4704 0.2424 -0.0311
C 1.1040 1.2600 0.5688
N 2.4439 1.6367 0.1633
C -0.8157 -0.0498 0.1921
N -1.2228 -1.2540 0.2396
C -2.5982 -1.7522 0.1624
N -3.5498 -0.7446 -0.1312
C -3.2274 0.4567 -0.0899
C -1.8674 1.0241 0.3428
S -1.6903 2.6588 -0.4223
H 0.6118 -1.3697 -1.5333
H 1.7169 -0.3395 -1.6911
H 2.0876 -1.2808 -0.3922
H 0.6279 1.7415 1.3871
H 2.4755 2.0046 -0.8284
H 2.9596 0.7837 0.3424
H 2.5460 2.3855 0.8093
H -0.6846 -2.1197 0.1170
H -3.0704 -2.2236 1.0386
H -2.5581 -2.4459 -0.6375
H -3.9920 1.2201 -0.3208
H -1.9709 1.1580 1.4791
*
```

---

Arrangement B

The ion C6H12N4S with charge +2. Source: the OMol25 dataset; level of theory: wB97M-V/def2-TZVPD.

The geometry in ORCA input format:
```
! RIJCOSX wB97M-V def2-TZVPD def2/J DEFGRID3
* xyz 2 1
C -0.4804 0.3064 -0.5588
C -1.7078 1.0856 -0.9325
C -2.1619 -0.7976 0.4988
C -2.8649 0.4019 -0.1244
C 2.3180 -1.5756 1.4770
C 2.4646 0.9963 -0.5330
N 0.1759 -1.3692 0.8184
N 1.3381 -0.8623 0.6811
N -0.7617 -0.7296 0.2810
N 1.5026 0.1667 -0.0475
S -4.1283 -0.0201 -1.4480
H -1.5560 2.1271 -0.5903
H -1.7734 1.3177 -2.1107
H -2.3523 -0.9515 1.5788
H -2.5668 -1.7034 0.0458
H -3.2933 1.0228 0.7043
H 2.8612 -2.4550 1.0559
H 3.1467 -0.8432 1.8938
H 1.6954 -1.9140 2.3156
H 2.0571 1.6595 -1.3931
H 2.9309 1.6720 0.1631
H 3.1796 0.3831 -1.1146
H -5.2289 0.5976 -0.9799
*
```

---

Tell me which of them is the most stable. Sure, it is arrangement A.